[1]
DFT (wB97M-V/def2-TZVPD) results for a single FH2NS2 molecule.

Properties
Molar mass (g/mol): 99.16
Kohn-Sham gap (eV): 9.046
Total charge: 0
Electronic energy (eV): -25907.0677
Maximum force (eV Å⁻¹): 8.55
Spin multiplicity: 1

Each line ends with the Mulliken charge.
Cartesian coordinates (Å):
1 N -0.68043 -0.58689 2.84661  -0.0534
2 F 1.49486 -1.16270 1.95515  -0.3414
3 S -1.36349 0.80264 0.42561  -0.3973
4 S 0.32568 0.06355 2.22778  0.3485
5 H -1.21458 -0.66487 0.12802  0.2361
6 H -2.66264 0.91928 0.47187  0.2075

=====

[2]
DFT (wB97M-V/def2-TZVPD) results for a 2-piece molecular cluster, C3H5N3 overall.

Properties
Structure (SMILES): CN=C=N.C#N
Molar mass (g/mol): 83.09
Kohn-Sham gap (eV): 10.982
Total charge: 0
Electronic energy (eV): -7660.7977
Maximum force (eV Å⁻¹): 1.15
Spin multiplicity: 1

Each line ends with the Mulliken charge.
Cartesian coordinates (Å):
1 C -1.75417 -0.31948 -0.03176  -0.6005
2 N -0.76540 0.44498 -0.76624  -0.3304
3 C 0.19139 1.07321 -0.37608  0.5998
4 N 1.26850 1.61966 -0.10263  -0.6389
5 H -2.57169 -0.57844 -0.70681  0.2246
6 H -1.30071 -1.24118 0.34655  0.2680
7 H -2.15905 0.25267 0.80936  0.2751
8 H 1.24114 2.61830 0.06766  0.2223
9 C 1.98449 -1.31428 0.29940  0.0993
10 N 1.30453 -2.22816 0.48575  -0.4072
11 H 2.56587 -0.42678 0.12704  0.2880

=====

[3]
DFT (wB97M-V/def2-TZVPD) results for a single C9H16O3S molecule.

Properties
Molar mass (g/mol): 204.29
Kohn-Sham gap (alpha / beta) (eV): 7.605 / 7.122
Total charge: 0
Electronic energy (eV): -26568.2770
Maximum force (eV Å⁻¹): 2.14
Spin multiplicity: 1

Each line ends with the Mulliken charge.
Cartesian coordinates (Å):
1 C -1.67976 -1.27415 0.30193  0.3709
2 C -2.46167 0.03195 0.11254  0.3977
3 C 0.45134 -0.14807 0.73423  0.1704
4 C -3.69968 -0.23203 -0.73246  -1.4286
5 C 0.36012 0.73474 1.87334  -1.0624
6 C 2.70653 -1.03059 0.31343  -1.7521
7 C 2.12065 1.29046 -0.45072  -1.7311
8 C 1.13603 -0.70277 -1.60137  -1.7538
9 C 1.59029 -0.13133 -0.25393  1.9954
10 O -2.20694 -2.34399 0.21007  -0.5629
11 O -1.35199 2.38121 0.62801  -0.6599
12 O -0.37969 -1.22708 0.64937  -0.3123
13 S -1.50113 1.46437 -0.55855  0.2131
14 H -2.74263 0.36079 1.11990  0.3081
15 H -4.37646 0.61842 -0.68114  0.3993
16 H -4.21525 -1.11946 -0.37037  0.3721
17 H -3.41860 -0.39634 -1.77119  0.3544
18 H 1.31918 1.12102 2.19864  0.4047
19 H -0.19291 0.29619 2.70110  0.4549
20 H -0.24891 1.66124 1.55699  0.3191
21 H 3.55184 -1.04054 -0.36970  0.4407
22 H 2.34311 -2.04804 0.43585  0.3954
23 H 3.04583 -0.66527 1.27950  0.3649
24 H 2.87274 1.29134 -1.23537  0.4543
25 H 1.31504 1.95974 -0.74151  0.3291
26 H 2.58066 1.67525 0.45479  0.3638
27 H 1.96654 -0.70082 -2.30228  0.4683
28 H 0.32961 -0.10058 -2.01449  0.3021
29 H 0.78608 -1.72566 -1.48661  0.3845

=====

[4]
DFT (wB97M-V/def2-TZVPD) results for H2N4 as an isolated structure.

Properties
Molar mass (g/mol): 58.04
Kohn-Sham gap (alpha / beta) (eV): 6.384 / 7.998
Total charge: 0
Electronic energy (eV): -5984.0761
Maximum force (eV Å⁻¹): 8.23
Spin multiplicity: 3

Each line ends with the Mulliken charge.
Cartesian coordinates (Å):
1 N 0.58041 -1.16955 -1.42965  -0.5136
2 N 1.48151 -0.22298 -1.26188  -0.0480
3 N -0.13455 -0.63272 -0.50895  0.3240
4 N 0.73699 0.29783 -0.14677  -0.2632
5 H -1.03687 -0.79584 0.03162  0.2717
6 H 0.52583 1.27027 -0.00084  0.2291